{
  "formula": "C2H4BrP",
  "method": "wB97M-V/def2-TZVPD",
  "energy_ha": -2993.88522,
  "e_lumo_ev": [-0.181, -0.778],
  "gap_ev": [7.761, 7.189],
  "symbols": ["C", "C", "P", "Br", "H", "H", "H", "H"],
  "xyz": [[-0.008974, 0.652061, -0.234998], [0.925721, -0.150138, 0.549472], [-0.769305, -0.725587, -1.371058], [-2.398254, -1.515668, -0.214736], [-0.837843, 1.041664, 0.346429], [0.458377, 1.495665, -0.953627], [1.992971, -0.247344, 0.273587], [0.637307, -0.550652, 1.604931]],
  "atomic_forces_ev_per_a": [[0.24, 1.50, -1.46], [-0.15, -0.87, 1.01], [2.21, 0.62, 0.21], [-0.82, -0.23, 0.76], [0.06, 0.36, 0.03], [-1.00, -2.00, 1.72], [-0.93, -0.03, 0.04], [0.38, 0.66, -2.30]],
  "mulliken_charge": [-0.47, -0.59, 0.12, -0.14, 0.29, 0.28, 0.27, 0.24]
}

---

{
  "formula": "C2H4CeO3",
  "method": "wB97M-V/def2-TZVPD",
  "multiplicity": 2,
  "energy_ha": -777.99970,
  "e_lumo_ev": [-16.323, -15.693],
  "charge": 3,
  "gap_ev": [9.249, 9.876],
  "symbols": ["O", "O", "C", "C", "H", "H", "H", "Ce", "O", "H"],
  "xyz": [[0.857426, 1.523020, 0.030406], [1.169275, -1.290687, -0.815888], [-0.334169, 1.293350, 0.149668], [-0.882897, -0.093162, 0.230659], [-1.062149, 2.120834, 0.163239], [-1.629980, -0.256481, -0.560646], [-1.359471, -0.239268, 1.213261], [2.701166, 0.166712, 0.047017], [0.143378, -1.050108, 0.123122], [0.397419, -2.174208, -0.580838]],
  "atomic_forces_ev_per_a": [[2.12, -0.50, 0.02], [0.04, -1.03, -2.43], [-2.46, 0.09, -0.08], [-0.56, 1.68, -1.94], [0.16, 0.05, 0.09], [-0.19, 0.28, 0.11], [0.12, -0.36, 0.01], [-0.23, 0.07, -0.11], [-0.86, -1.09, 5.45], [1.87, 0.80, -1.10]],
  "mulliken_charge": [-0.50, -0.35, 0.32, -0.29, 0.48, 0.39, 0.35, 2.31, -0.30, 0.60]
}

---

{
  "formula": "C2H4Cl2N2O",
  "method": "wB97M-V/def2-TZVPD",
  "energy_ha": -1183.74280,
  "e_lumo_ev": 0.608,
  "gap_ev": 10.700,
  "symbols": ["N", "C", "O", "N", "C", "Cl", "Cl", "H", "H", "H", "H"],
  "xyz": [[2.027623, 0.183009, -0.353252], [0.948529, 0.208397, 0.405949], [0.845570, 0.674016, 1.510027], [-0.096578, -0.473397, -0.134951], [-1.699956, -0.277621, 0.286988], [-2.608065, -1.658014, -0.290428], [-2.349249, 1.277302, -0.314537], [1.795950, 0.100350, -1.322423], [2.850901, 0.650784, -0.062025], [-0.118947, -0.486026, -1.161584], [-1.595780, -0.198799, 1.436235]],
  "atomic_forces_ev_per_a": [[0.89, -0.33, -1.56], [-1.93, 0.28, 1.97], [0.47, 0.71, 1.42], [-5.21, -0.83, -2.11], [4.33, 0.65, 1.81], [0.38, 0.40, 0.17], [0.28, -0.67, 0.08], [0.83, -0.01, -0.43], [0.44, 0.45, 0.14], [0.13, -0.32, 0.56], [-0.61, -0.33, -2.05]],
  "mulliken_charge": [-0.37, 0.57, -0.60, -0.35, -0.02, -0.11, -0.14, 0.19, 0.24, 0.25, 0.35]
}

---

{
  "formula": "C2H4Cl2N6",
  "method": "wB97M-V/def2-TZVPD",
  "energy_ha": -1327.40445,
  "e_lumo_ev": -2.238,
  "gap_ev": 7.426,
  "symbols": ["N", "C", "N", "Cl", "N", "N", "C", "N", "N", "Cl", "H", "H", "H", "H"],
  "xyz": [[1.997427, 0.338440, 1.826505], [0.606312, 0.238663, 1.793659], [0.011598, 0.350436, 2.953475], [-1.783535, 0.379048, 3.012299], [-0.096081, 0.052758, 0.611237], [0.544125, 0.025765, -0.511034], [-0.199254, -0.182275, -1.652405], [-1.559028, -0.360828, -1.564760], [0.354536, -0.240675, -2.830874], [-0.765918, -0.689893, -4.189946], [2.410463, 0.250371, 2.754352], [2.447172, -0.009795, 1.018197], [-1.996352, -0.228862, -2.457751], [-1.971465, 0.076848, -0.762955]],
  "atomic_forces_ev_per_a": [[-1.83, 0.18, 0.51], [1.13, 0.41, 2.03], [-0.95, -0.08, -0.99], [1.82, -0.10, -0.46], [-0.41, -0.27, -4.19], [1.40, 0.55, 3.92], [-3.77, -0.71, -2.55], [0.69, 0.23, 1.00], [0.97, -0.41, 0.05], [1.24, 0.66, 1.55], [-0.11, -0.03, -0.69], [0.72, -0.35, -0.57], [-0.53, 0.02, 0.08], [-0.37, -0.09, 0.30]],
  "mulliken_charge": [-0.37, 0.62, -0.48, -0.12, 0.06, -0.33, 0.59, -0.39, -0.41, -0.16, 0.28, 0.25, 0.20, 0.27]
}

---

Relative energy (zero: lowest compared OMol25 entry of this formula, charge and spin) list, top to bottom, in kJ/mol: 181.9, 366.0, 0.0, 59.6